Formula: C35H110N28O17
Source: the Open Molecules 2025 dataset
Level of theory: ωB97M-V/def2-TZVPD

The calculated total energy is -4211.9124 hartree. The largest force on an atom comes out at 7.613 eV/Å. For the LUMO energy, the calculation gives -0.498 eV. The value obtained for the energy above the lowest of the compared OMol25 structures with the same formula, charge and spin is 674.88 kJ/mol. The HOMO energy is -8.70 eV.

Element x y z (Å)
C 3.9046 -0.9443 5.4450
C 3.7981 0.1273 4.3609
C 2.3710 0.6080 3.9918
O 1.6580 -0.3935 3.2681
C 0.8496 -1.2672 4.0759
N 4.5666 1.2533 4.9350
H 4.9212 -1.0198 5.8309
H 3.6710 -1.9444 5.0801
H 3.2183 -0.7612 6.2718
H 4.2292 -0.2559 3.4360
H 2.3664 1.4763 3.3328
H 1.8100 0.8546 4.8932
H 1.5451 -1.9600 4.5496
H 0.2652 -1.8169 3.3380
H 0.2955 -0.7769 4.8764
H 5.4643 0.9099 5.2453
H 4.0625 1.2908 5.8094
C -7.5761 -3.9907 1.2018
C -7.7853 -3.7853 -0.2860
C -6.4014 -3.4212 -0.8321
O -5.8808 -2.4507 -0.0103
C -4.4834 -2.1824 -0.1780
N -8.4158 -4.9912 -0.8330
H -7.3553 -3.0495 1.7053
H -6.6891 -4.5724 1.4528
H -8.3745 -4.4997 1.7418
H -8.4780 -2.9789 -0.5265
H -6.5071 -3.0393 -1.8475
H -5.8006 -4.3152 -0.9989
H -4.5735 -1.3963 -0.9276
H -3.9917 -3.0718 -0.5721
H -3.8926 -1.9065 0.6955
H -8.2943 -4.7965 -1.8165
H -9.4138 -4.9289 -0.6913
C -2.3030 3.2092 -3.9869
C -1.4335 2.6120 -2.8418
C 0.0329 2.1965 -3.1854
O 0.6321 3.2640 -3.8318
C 1.8932 2.9956 -4.3343
N -1.4288 3.5983 -1.7891
H -2.4896 2.4455 -4.7419
H -1.6613 3.9652 -4.4395
H -3.2513 3.5948 -3.6126
H -1.9444 1.7985 -2.3267
H -0.0443 1.3055 -3.8084
H 0.6666 1.8176 -2.3836
H 2.4595 3.9090 -4.5162
H 1.9488 2.5680 -5.3354
H 2.3942 2.3166 -3.6443
H -2.3219 4.0625 -1.8733
H -0.7834 4.2988 -2.1250
C 7.5598 3.5558 1.4096
C 6.8250 2.8353 2.5806
C 6.5249 1.4310 2.1203
O 5.4046 1.5041 1.2180
C 5.2048 0.3456 0.5268
N 7.8728 2.8084 3.6364
H 8.3950 2.9362 1.0829
H 8.0542 4.4844 1.6948
H 6.8264 3.6988 0.6160
H 5.9974 3.4965 2.8372
H 6.3599 0.6794 2.8923
H 7.4125 1.0911 1.5867
H 6.1561 -0.0797 0.2070
H 4.4919 0.4388 -0.2925
H 4.7965 -0.3714 1.2391
H 8.1447 3.7017 4.0215
H 7.4379 2.3139 4.4022
C 1.4959 0.6558 0.2319
C 0.0292 0.7936 0.4420
C -0.5451 -0.5196 0.1441
O -0.3450 -0.8222 -1.2549
C -0.8741 -2.1161 -1.5066
N -0.2012 1.1048 1.8563
H 1.8050 0.4608 -0.7950
H 1.8445 -0.3038 0.6136
H 2.1299 1.4323 0.6600
H -0.3606 1.5212 -0.2699
H -1.6026 -0.6135 0.3910
H -0.1523 -1.2364 0.8652
H -1.9461 -1.9291 -1.5701
H -0.5333 -2.8645 -0.7911
H -0.6876 -2.4352 -2.5320
H 0.2237 2.0071 2.0158
H 0.3317 0.4732 2.4369
C -5.5481 -1.5331 -8.1257
C -4.6270 -1.8510 -7.0228
C -4.7960 -0.9135 -5.8047
O -3.6592 -1.0415 -4.9832
C -3.8682 -0.4993 -3.6314
N -4.6945 -3.3020 -6.7627
H -5.4759 -0.4895 -8.4320
H -6.5301 -1.8791 -7.8031
H -5.4248 -2.2583 -8.9301
H -3.6461 -1.5944 -7.4227
H -5.8190 -1.0703 -5.4626
H -4.8352 0.1491 -6.0445
H -3.0567 -0.8396 -2.9881
H -4.7801 -0.8219 -3.1290
H -3.9336 0.5828 -3.7444
H -3.9102 -3.7681 -7.1960
H -4.2491 -3.4064 -5.8622
C 3.9978 3.8405 -1.3923
O 3.1749 4.2282 -0.6135
N 4.1777 2.5430 -1.6942
N 4.6793 4.6012 -2.1621
H 4.8207 2.3082 -2.4369
H 3.6230 1.8201 -1.2584
H 4.5390 5.6008 -2.1269
H 5.4119 4.2168 -2.7413
C -2.3931 -4.6821 -4.3701
O -3.4051 -5.1538 -3.8494
N -2.2616 -3.4230 -4.7007
N -1.3857 -5.4461 -4.6925
H -3.0686 -2.8386 -4.5350
H -1.3164 -3.2344 -5.0024
H -0.4535 -5.0790 -4.8205
H -1.4174 -6.2844 -4.1300
C -4.0330 2.2495 0.8779
O -5.1565 2.3661 1.2838
N -3.6829 2.1791 -0.3728
N -2.9990 2.1238 1.6789
H -2.6984 2.1477 -0.5960
H -4.3444 2.3060 -1.1254
H -2.0415 2.0885 1.3596
H -3.1107 2.1706 2.6816
C 2.6632 -0.7686 -3.3849
O 3.2761 -0.9725 -2.3357
N 3.2440 -0.7026 -4.5575
N 1.3611 -0.7315 -3.4353
H 2.7160 -0.4967 -5.3935
H 4.2499 -0.7688 -4.6203
H 0.9746 -0.9038 -2.5182
H 0.8574 -0.5685 -4.2954
C 3.1561 4.1533 3.0963
O 2.5752 5.2332 2.9298
N 3.4555 3.7055 4.2053
N 3.5774 3.4656 2.1009
H 3.9710 2.8404 4.2833
H 2.7164 4.0376 4.8082
H 4.2357 2.7010 2.1473
H 3.1942 3.7821 1.2217
C 0.4473 3.7887 5.5609
O 1.5200 4.0672 6.1722
N 0.1591 3.8916 4.3018
N -0.5141 3.1161 6.0633
H 0.7448 4.4277 3.6776
H -0.8089 3.8944 4.0139
H -0.6177 3.1097 7.0679
H -1.2967 2.9685 5.4421
C -2.6081 -0.1104 5.0671
O -2.8171 0.8987 5.7117
N -2.0129 -0.1628 3.9679
N -3.0403 -1.2725 5.3595
H -2.0300 -1.0962 3.5825
H -1.5515 0.5928 3.4817
H -3.5367 -1.3696 6.2337
H -2.8888 -2.1105 4.8164
C -0.6734 5.6491 1.5324
O -1.8897 5.8682 1.3851
N 0.1106 4.9055 0.8006
N 0.1004 6.2665 2.4472
H 1.1027 4.9288 0.9886
H -0.3392 4.4307 0.0310
H 1.0606 5.9924 2.5990
H -0.2863 6.9010 3.1312
C -2.3025 -3.9291 2.8773
O -2.1164 -3.3214 3.9361
N -1.5886 -3.7968 1.7526
N -3.3866 -4.7129 2.6480
H -1.8572 -4.4141 0.9997
H -0.6994 -3.3181 1.7719
H -3.4809 -5.2626 1.8059
H -3.9057 -4.8981 3.4944
C 3.1934 -2.9660 0.6651
O 2.0257 -3.2698 0.5187
N 3.7959 -3.2554 1.7878
N 4.1105 -2.4891 -0.1360
H 3.1560 -3.6002 2.4890
H 4.6494 -2.7885 2.0591
H 5.0843 -2.5134 0.1306
H 3.7891 -1.8851 -0.8790
C 1.3981 -5.3115 -2.3443
O 1.2168 -6.0380 -3.3326
N 1.3901 -5.6590 -1.0745
N 1.5963 -4.0111 -2.5152
H 1.2638 -6.6228 -0.8003
H 1.4521 -4.9503 -0.3575
H 1.4971 -3.5617 -3.4142
H 1.8334 -3.5580 -1.6442